Record 1
Density functional theory data (ωB97M-V/def2-TZVPD) for an isolated molecule of C4H6BrClO at a distorted geometry.

Properties
Energy relative to the best compared isomer or geometry (same formula, charge and spin), kcal per mole: 5.5
LUMO level, eV: 0.3
SMILES string: CC(=O)[C@@](C)(Cl)Br
DFT total energy, eV: -88856.4903

```
! wB97M-V def2-TZVPD RIJCOSX def2/J DEFGRID3
* xyz 0 1
O 0.69 1.76 -1.60
Br 1.93 -0.02 1.74
C -0.46 1.56 0.50
H 0.13 2.33 1.22
C 0.94 -1.29 -0.65
C 1.45 0.04 -0.10
Cl 3.01 0.25 -1.14
H 0.34 -1.20 -1.53
H 1.85 -2.04 -0.89
C 0.55 1.21 -0.56
H -1.34 1.91 -0.08
H 0.17 -1.71 -0.04
H -0.79 0.61 0.91
*
```

---

Record 2
Density functional theory data (ωB97M-V/def2-TZVPD) for a structure of composition C4H6BrF at a distorted geometry.

Properties
Energy relative to the best compared isomer or geometry (same formula, charge and spin), kcal per mole: 92.7
LUMO level (alpha / beta), eV: -0.3 / 0.0
DFT total energy, eV: -77000.0683

```
! wB97M-V def2-TZVPD RIJCOSX def2/J DEFGRID3
* xyz 0 1
C -0.93 -1.86 0.02
F -1.83 0.19 0.28
H -0.07 2.31 0.27
C 0.81 1.84 0.10
H -0.25 -2.40 0.66
H -0.95 -2.00 -1.08
C -0.71 -0.48 0.35
C 0.73 0.52 -0.49
H 1.48 2.57 -0.57
H 1.34 1.85 1.09
H -1.95 -2.17 0.08
Br 2.34 -0.37 -0.70
*
```

---

Record 3
Density functional theory data (ωB97M-V/def2-TZVPD) for a structure of composition C4H6BrFInO2Tm at a distorted geometry.

Properties
<S²>: 2.01
LUMO level (alpha / beta), eV: -9.6 / -10.1
DFT total energy, eV: -115779.4312

```
! wB97M-V def2-TZVPD RIJCOSX def2/J DEFGRID3
* xyz 2 3
H -0.95 1.69 -1.46
O -2.31 -1.53 -0.88
In 0.57 0.81 -1.00
H 0.90 -2.05 -0.95
H -0.20 -1.67 -2.30
Tm 0.10 -3.50 0.21
C -1.27 -1.64 -0.42
H 0.62 0.20 1.76
Br -1.62 2.32 0.63
O 0.38 2.98 2.41
C 0.06 2.18 1.62
H 1.94 1.27 1.38
C 0.91 1.07 1.22
C 0.01 -1.46 -1.28
F -1.09 -1.90 1.04
H 1.94 1.23 -1.99
*
```

---

Record 4
Density functional theory data (ωB97M-V/def2-TZVPD) for an isolated molecule of C4H6BrN at a distorted geometry.

Properties
Energy relative to the best compared isomer or geometry (same formula, charge and spin), kcal per mole: 56.9
LUMO level (alpha / beta), eV: -0.4 / -0.2
SMILES string: C=C/N=C(/C)Br
DFT total energy, eV: -75774.4518

```
! wB97M-V def2-TZVPD RIJCOSX def2/J DEFGRID3
* xyz 0 1
H -0.53 -3.39 0.98
H 1.50 2.20 0.37
H 0.77 2.55 -1.34
C 0.61 2.20 -0.28
Br -1.12 0.68 -2.09
H -0.03 2.87 0.18
H -1.19 -1.44 -0.63
H 0.67 -2.54 1.75
C -0.19 -2.40 1.04
C -0.54 -1.39 0.20
N 0.09 -0.25 0.42
C -0.05 0.90 -0.60
*
```

---

Record 5
Density functional theory data (ωB97M-V/def2-TZVPD) for an isolated molecule of C4H6BrNSe at a distorted geometry.

Properties
Energy relative to the best compared isomer or geometry (same formula, charge and spin), kcal per mole: 0.0
LUMO level, eV: 0.1
SMILES string: C[Se]C[C@H](Br)C#N
DFT total energy, eV: -141122.3472

```
! wB97M-V def2-TZVPD RIJCOSX def2/J DEFGRID3
* xyz 0 1
Se -0.51 -0.68 -1.38
H -0.27 -0.47 2.58
N -0.35 2.14 0.57
H 0.39 0.85 -2.88
C -0.02 -1.25 0.47
H 1.10 -0.91 0.42
H -0.16 -2.26 0.74
C -0.46 1.13 1.11
H 0.67 1.38 -1.17
C -0.56 -0.26 1.59
Br -2.58 -0.46 1.66
H 1.93 0.25 -1.82
C 0.82 0.53 -1.90
*
```

---

Record 6
Density functional theory data (ωB97M-V/def2-TZVPD) for a cluster of 2 separate species, C4H6BrP in total at a distorted geometry.

Properties
Energy relative to the best compared isomer or geometry (same formula, charge and spin), kcal per mole: 67.8
LUMO level (alpha / beta), eV: -0.8 / -3.8
DFT total energy, eV: -83573.1388

```
! wB97M-V def2-TZVPD RIJCOSX def2/J DEFGRID3
* xyz 0 1
H 1.80 -0.41 0.11
Br -2.11 -2.02 -3.20
C 0.15 0.76 -0.73
P -0.32 1.17 1.88
H 0.50 -1.42 -0.66
H 0.20 0.89 -1.77
H -0.44 2.70 -0.11
C 0.64 -0.52 -0.11
H -1.02 -1.04 1.25
C -0.17 1.69 0.24
C 0.04 -0.53 1.23
H 0.73 -1.26 1.87
*
```

---

Record 7
Density functional theory data (ωB97M-V/def2-TZVPD) for a structure of composition C4H6CaO7 at a distorted geometry.

Properties
Energy relative to the best compared isomer or geometry (same formula, charge and spin), kcal per mole: 0.0
LUMO level, eV: -3.6
DFT total energy, eV: -37014.8105

```
! wB97M-V def2-TZVPD RIJCOSX def2/J DEFGRID3
* xyz 0 1
H 1.52 0.65 2.01
C -1.66 -2.38 -0.29
O 2.46 2.86 0.13
H -1.25 1.08 -0.27
C -0.50 -0.62 -1.38
H 0.37 -1.28 -1.39
C -0.33 0.47 -0.31
O -1.69 -1.40 -1.15
H 2.02 3.62 -0.25
O -2.75 -2.90 0.09
C 1.45 2.10 0.74
O -0.56 -2.84 0.19
H -0.22 -0.01 0.68
O 0.58 2.75 1.39
O 2.16 1.13 1.46
H -0.64 -0.20 -2.38
Ca -1.74 -4.31 1.32
O 0.76 1.28 -0.59
*
```

---

Record 8
Density functional theory data (ωB97M-V/def2-TZVPD) for the ion C4H6Cl2F2N4O with charge +2 at a distorted geometry.

Properties
LUMO level (alpha / beta), eV: -10.4 / -10.4
SMILES string: NC(=N\OC(F)F)/[NH+]=C(Cl)\[NH+]=C\Cl
DFT total energy, eV: -42711.4169

```
! wB97M-V def2-TZVPD RIJCOSX def2/J DEFGRID3
* xyz 2 1
F -1.86 2.28 -0.20
Cl -2.62 -0.20 -2.15
N 2.03 0.37 1.51
C -1.29 -0.81 -1.39
F -2.53 0.84 1.26
Cl 1.69 -2.97 -1.95
H -0.04 -1.20 -2.95
H -1.13 -0.81 -0.29
H 1.77 1.25 1.95
N -0.13 0.50 0.55
C -1.81 2.00 1.12
H -2.06 2.76 1.86
N -0.14 -1.12 -1.93
H 2.97 0.10 1.50
C 0.91 -1.65 -1.20
N 1.31 -1.21 -0.05
O -0.42 1.61 1.29
H 2.28 -1.65 0.29
C 1.06 -0.08 0.77
*
```